Entry 1:
The following is a DFT calculation (ωB97M-V/def2-TZVPD) of a cluster of 7 separate species, C48H47F13N8O14S in total.

Element x y z (Å)
N  -3.5351  2.0833  0.3484
C  -4.5497  2.4199  -0.6454
C  -4.0008  2.8949  -2.0184
C  -4.6779  2.1130  -3.1273
C  -4.0189  2.2773  -4.4928
C  -4.0456  3.7110  -4.9142
N  -5.2594  4.0853  -5.5597
O  -3.1659  4.5259  -4.6694
O  -2.6253  2.7126  -2.2181
C  -1.8375  3.8072  -1.8025
C  -0.4115  3.6414  -2.2932
C  0.7092  3.1784  -1.3548
C  0.3834  2.1456  -0.3126
F  -0.4895  1.2110  -0.7713
F  -0.1279  2.7407  0.8169
C  1.6288  1.3712  0.1729
F  2.5864  2.2616  0.5553
F  2.1339  0.6373  -0.8471
C  1.3317  0.4445  1.4058
F  1.8244  1.0679  2.5229
F  -0.0123  0.2522  1.5832
C  2.0427  -0.9406  1.3719
F  2.0242  -1.4336  2.6547
F  3.3492  -0.7986  0.9648
S  1.1450  -2.2459  0.3235
F  2.2726  -2.1945  -0.7874
F  1.9829  -3.3690  1.0439
F  0.0216  -2.3503  1.3969
F  0.3542  -1.1386  -0.4564
F  0.4204  -3.3452  -0.5178
H  -3.8511  1.2774  0.8604
H  -3.3963  2.8328  1.0058
H  -5.1305  1.5275  -0.8193
H  -5.2416  3.1646  -0.2629
H  -4.2525  3.9442  -2.1651
H  -5.7204  2.3941  -3.1995
H  -4.6626  1.0589  -2.8824
H  -4.6119  1.7217  -5.2087
H  -3.0088  1.9083  -4.4817
H  -5.2133  3.8194  -6.5334
H  -5.3281  5.0930  -5.5029
H  -2.2382  4.6804  -2.3107
H  -1.9149  3.9960  -0.7376
H  -0.1034  4.6267  -2.6096
H  -0.4453  3.0470  -3.1925
H  1.5431  2.8554  -1.9613
H  1.0602  4.0391  -0.8065
O  2.8322  3.5923  8.8639
N  3.3016  2.4880  9.0155
O  3.6872  2.0424  10.0721
C  3.4113  1.6238  7.8294
C  3.0074  2.1168  6.6042
C  3.1244  1.3052  5.4874
C  3.6412  0.0227  5.6141
C  4.0352  -0.4544  6.8573
C  3.9217  0.3494  7.9789
H  2.6087  3.1159  6.5219
H  2.8220  1.6791  4.5265
H  3.7384  -0.6068  4.7412
H  4.4338  -1.4542  6.9539
H  4.2256  -0.0079  8.9504
O  -0.6312  -9.3148  -1.8443
N  -0.3550  -9.5013  -0.6816
O  -0.6471  -10.4946  -0.0554
C  0.3911  -8.4457  0.0213
C  0.7120  -7.2887  -0.6631
C  1.4047  -6.2928  0.0062
C  1.7530  -6.4685  1.3389
C  1.4280  -7.6420  2.0064
C  0.7391  -8.6443  1.3438
H  0.4275  -7.1678  -1.6968
H  1.6677  -5.3805  -0.5015
H  2.2844  -5.6869  1.8627
H  1.7011  -7.7725  3.0431
H  0.4748  -9.5601  1.8498
O  -1.1765  5.8710  -3.5907
N  -2.3274  6.2100  -3.7455
O  -3.1047  6.4367  -2.8476
C  -2.8086  6.3820  -5.1254
C  -1.9495  6.0981  -6.1665
C  -2.4071  6.2397  -7.4657
C  -3.7075  6.6651  -7.7011
C  -4.5528  6.9521  -6.6370
C  -4.1046  6.8093  -5.3343
H  -0.9409  5.7678  -5.9688
H  -1.7483  6.0151  -8.2921
H  -4.0643  6.7719  -8.7165
H  -5.5642  7.2850  -6.8212
H  -4.7515  7.0247  -4.4983
O  3.6231  -7.7949  4.9809
N  3.4211  -8.9548  4.6978
O  2.3328  -9.4866  4.7288
C  4.5680  -9.7695  4.2743
C  5.8237  -9.1943  4.2567
C  6.9020  -9.9703  3.8674
C  6.7105  -11.2962  3.5027
C  5.4380  -11.8509  3.5226
C  4.3526  -11.0851  3.9123
H  5.9578  -8.1625  4.5413
H  7.8926  -9.5394  3.8500
H  7.5561  -11.8993  3.2023
H  5.2899  -12.8818  3.2356
H  3.3586  -11.5038  3.9331
O  -4.5827  -1.3796  0.7866
N  -5.0502  -1.3697  1.9037
O  -5.6027  -0.4166  2.4047
C  -4.9270  -2.5955  2.7074
C  -4.2862  -3.6896  2.1588
C  -4.1542  -4.8354  2.9248
C  -4.6649  -4.8718  4.2153
C  -5.3144  -3.7632  4.7424
C  -5.4495  -2.6113  3.9858
H  -3.8980  -3.6490  1.1540
H  -3.6513  -5.6997  2.5138
H  -4.5567  -5.7671  4.8119
H  -5.7142  -3.7941  5.7456
H  -5.9485  -1.7417  4.3844
O  2.1778  5.6782  -6.3914
N  2.6574  5.7184  -5.2807
O  2.8143  4.7503  -4.5757
C  3.0085  7.0352  -4.7293
C  2.7765  8.1616  -5.4936
C  3.0914  9.4003  -4.9611
C  3.6306  9.4935  -3.6852
C  3.8603  8.3465  -2.9378
C  3.5473  7.1029  -3.4598
H  2.3565  8.0744  -6.4834
H  2.9132  10.2935  -5.5423
H  3.8708  10.4631  -3.2715
H  4.2810  8.4198  -1.9454
H  3.7174  6.2036  -2.8888

Computed properties:
highest occupied orbital energy: -8.63 eV
structure (SMILES): NC[C@H](CCC(N)=O)OCCCC(F)(F)C(F)(F)C(F)(F)C(F)(F)S(F)(F)(F)(F)F.O=[N+]([O-])c1ccccc1.O=[N+]([O-])c1ccccc1.O=[N+]([O-])c1ccccc1.O=[N+]([O-])c1ccccc1.O=[N+]([O-])c1ccccc1.O=[N+]([O-])c1ccccc1
charge: 0

Entry 2:
The following is a DFT calculation (ωB97M-V/def2-TZVPD) of a cluster of 9 separate species, C48H48N6O6 in total.

Element x y z (Å)
O  4.0251  0.4935  -3.3702
C  5.1995  0.5224  -2.6796
C  5.6639  1.7501  -2.3471
C  7.0206  1.9052  -1.6654
C  7.8668  0.8072  -1.6439
O  8.9689  0.8265  -0.9700
C  7.3523  -0.5264  -2.0953
C  6.0766  -0.6626  -2.6516
H  3.6225  1.3450  -3.5951
H  5.2546  2.7152  -2.2729
H  7.3958  2.7587  -1.1200
H  9.4571  0.0812  -0.6403
H  7.8999  -1.4275  -1.9184
H  5.7607  -1.7648  -3.0957
O  -2.4493  -0.6569  3.6520
C  -3.5097  0.2496  3.7856
C  -4.7245  0.2166  2.9810
C  -5.7989  1.2438  3.2275
C  -5.4088  2.2772  4.1311
O  -6.3183  3.2703  4.1175
C  -4.3151  2.2384  4.8450
C  -3.3494  1.2374  4.7157
H  -2.8447  -1.5293  3.1773
H  -4.8584  -0.6551  2.1727
H  -6.5905  1.1636  2.5595
H  -7.1439  3.2054  3.6542
H  -4.1146  3.2848  5.5631
H  -2.5199  1.4701  5.3950
O  -1.6313  -2.4812  -0.8925
C  -2.7473  -3.0401  -1.3895
C  -2.7127  -4.3561  -1.8494
C  -4.0619  -4.8353  -2.4728
C  -5.2400  -3.9972  -2.4460
O  -6.3269  -4.2668  -3.1356
C  -5.1123  -2.7508  -1.8666
C  -3.9894  -2.2347  -1.3803
H  -1.7993  -1.6453  -0.7096
H  -1.8372  -5.0502  -1.9121
H  -4.0982  -5.8263  -2.8524
H  -6.4377  -5.2042  -3.4059
H  -6.0009  -2.0645  -1.8694
H  -3.7567  -1.2529  -0.9393
C  -2.7530  1.6236  0.3203
C  -4.1267  2.0441  0.3124
C  -4.8433  1.7978  -0.7777
N  -4.3242  1.3892  -1.9600
C  -3.0636  0.9642  -1.9744
C  -2.2685  0.9260  -0.8398
H  -2.0186  1.8625  1.0710
H  -4.4324  2.5254  1.2262
H  -6.0612  1.8804  -0.8668
H  -2.5783  0.5876  -2.8548
H  -1.2953  0.6278  -0.8383
C  1.0667  -0.6193  0.6270
C  0.4382  0.0760  1.7452
C  0.9225  1.3108  2.0445
N  1.9330  1.9264  1.2787
C  2.4873  1.2117  0.1594
C  2.1081  -0.1756  -0.0690
H  0.8412  -1.6768  0.6613
H  -0.4835  -0.4048  2.1499
H  0.5790  1.7853  2.8129
H  3.5261  1.5184  -0.5231
H  2.7924  -0.9029  -0.7173
C  0.8344  -5.4996  3.5183
C  -0.1628  -5.4137  2.4658
C  -0.7458  -4.1525  2.2060
N  -0.5236  -3.0992  3.0581
C  0.5041  -3.2485  3.9958
C  1.1937  -4.3610  4.2103
H  1.3543  -6.4124  3.6320
H  -0.5978  -6.1994  1.8370
H  -1.3201  -3.9128  1.3360
H  0.6523  -2.3740  4.7009
H  2.0267  -4.3562  5.0121
C  1.0036  2.1875  -2.6854
C  2.0777  3.1143  -2.5362
C  2.7930  3.3991  -3.7298
N  2.7105  2.7595  -4.8515
C  1.7398  1.8777  -5.0195
C  0.8786  1.5404  -3.9586
H  0.5147  1.9369  -1.8264
H  2.0628  3.6951  -1.6600
H  3.6205  4.1033  -3.5391
H  1.7169  1.1790  -6.1029
H  -0.0024  0.7084  -4.1951
C  2.7420  -2.8524  -4.0256
C  3.4716  -4.0952  -4.1390
C  3.1258  -5.1599  -3.2618
N  2.2100  -4.9512  -2.3341
C  1.6567  -3.8538  -2.1408
C  1.9044  -2.7059  -2.9575
H  2.7249  -1.9291  -4.7240
H  4.1637  -4.1044  -4.9138
H  3.7308  -6.1954  -3.2676
H  1.0701  -3.7235  -1.3490
H  1.2181  -1.9128  -2.8744
C  -0.8829  7.0393  3.5380
C  -1.3163  5.8039  4.0270
C  -0.3019  4.8556  4.1673
N  0.9725  4.9751  4.0421
C  1.3887  6.1429  3.6335
C  0.5007  7.1613  3.2822
H  -1.6443  7.7456  3.2360
H  -2.3156  5.5452  3.9458
H  -0.4677  3.8092  4.3740
H  2.4956  5.8937  3.2607
H  0.9098  7.9281  2.8348

Computed properties:
highest occupied orbital energy: -7.82 eV
structure (SMILES): Oc1ccc(O)cc1.Oc1ccc(O)cc1.Oc1ccc(O)cc1.c1ccncc1.c1ccncc1.c1ccncc1.c1ccncc1.c1ccncc1.c1ccncc1
charge: 0

Entry 3:
The following is a DFT calculation (ωB97M-V/def2-TZVPD) of a structure of composition C48H48NOP3V.

Element x y z (Å)
V  -0.4407  0.3082  -0.0197
C  3.3885  0.0218  -2.3500
N  2.1506  0.3310  -1.6194
P  2.0132  0.5137  0.0714
C  3.1286  -0.6852  0.8152
C  2.6417  -1.9521  1.1410
C  3.4858  -2.9173  1.6663
C  4.8263  -2.6202  1.8761
C  5.3195  -1.3596  1.5667
C  4.4747  -0.3944  1.0419
C  2.6982  2.1229  0.5067
C  2.5996  2.5439  1.8324
C  3.0888  3.7859  2.2055
C  3.6766  4.6145  1.2565
C  3.7678  4.2045  -0.0664
C  3.2764  2.9613  -0.4426
P  0.5864  0.2130  -2.2511
C  0.3657  1.3313  -3.6288
C  -0.6700  2.2607  -3.5701
C  -0.8872  3.1407  -4.6226
C  -0.0632  3.0927  -5.7357
C  0.9674  2.1609  -5.8106
C  1.1756  1.2759  -4.7684
C  0.4538  -1.4716  -2.9192
C  -0.4758  -1.7648  -3.9146
C  -0.6558  -3.0731  -4.3403
C  0.0981  -4.0973  -3.7825
C  1.0278  -3.8123  -2.7904
C  1.2006  -2.5059  -2.3550
H  4.0450  -0.5846  -1.7261
H  3.9171  0.9261  -2.6503
H  3.1527  -0.5576  -3.2415
H  1.5924  -2.1826  0.9939
H  3.0981  -3.8943  1.9225
H  5.4870  -3.3697  2.2911
H  6.3616  -1.1279  1.7397
H  4.8655  0.5909  0.8155
H  2.1432  1.9100  2.5864
H  3.0131  4.1066  3.2361
H  4.0638  5.5807  1.5520
H  4.2229  4.8524  -0.8035
H  3.3291  2.6605  -1.4810
H  -1.3268  2.2978  -2.7085
H  -1.6974  3.8561  -4.5765
H  -0.2262  3.7775  -6.5576
H  1.5968  2.1237  -6.6894
H  1.9631  0.5370  -4.8531
H  -1.0564  -0.9743  -4.3770
H  -1.3741  -3.2916  -5.1192
H  -0.0281  -5.1140  -4.1306
H  1.6326  -4.6038  -2.3667
H  1.9296  -2.2996  -1.5793
C  -2.6922  -6.4738  4.4075
C  -2.3102  -5.4712  3.3630
C  -2.1384  -4.1296  3.7071
C  -1.7709  -3.1764  2.7806
C  -1.6232  -1.7565  3.2383
C  -1.5628  -3.6013  1.4363
C  -1.1381  -2.7341  0.4043
O  -0.8813  -1.5080  0.5334
C  -1.7472  -4.9700  1.0671
C  -1.5521  -5.4724  -0.3393
C  -2.1145  -5.8723  2.0422
H  -3.0188  -5.9922  5.3261
H  -1.8339  -7.1074  4.6424
H  -3.4859  -7.1280  4.0471
H  -2.3063  -3.8307  4.7344
H  -1.8894  -1.6782  4.2903
H  -2.2705  -1.0887  2.6682
H  -0.6008  -1.3945  3.1138
H  -0.9727  -3.1371  -0.5985
H  -0.5128  -5.3867  -0.6626
H  -2.1657  -4.9364  -1.0647
H  -1.8268  -6.5231  -0.3911
H  -2.2607  -6.9120  1.7773
C  -0.1207  4.1953  -0.4032
P  -0.9592  2.7578  0.2977
C  -2.6524  2.7719  -0.3574
C  -3.4354  3.9204  -0.4567
C  -4.7253  3.8494  -0.9570
C  -5.2562  2.6298  -1.3598
C  -4.4968  1.4733  -1.2604
C  -3.2028  1.5589  -0.7648
C  -1.1438  3.1071  2.0687
C  -1.9103  2.2371  2.8432
C  -2.0480  2.4409  4.2054
C  -1.4160  3.5216  4.8088
C  -0.6526  4.3939  4.0484
C  -0.5154  4.1878  2.6813
H  -0.6684  5.1086  -0.1692
H  -0.0467  4.0889  -1.4850
H  0.8878  4.2689  0.0016
H  -3.0476  4.8788  -0.1329
H  -5.3261  4.7460  -1.0304
H  -6.2647  2.5820  -1.7482
H  -4.9003  0.5180  -1.5666
H  -2.6497  0.6111  -0.7216
H  -2.4380  1.4082  2.3781
H  -2.6563  1.7709  4.7983
H  -1.5247  3.6914  5.8717
H  -0.1670  5.2404  4.5153
H  0.0886  4.8739  2.1026

Computed properties:
2S+1: 4
highest occupied orbital energy (spin up / spin down): -13.53 / -13.62 eV
<S²>: 3.7690
charge: +2

Entry 4:
The following is a DFT calculation (ωB97M-V/def2-TZVPD) of a structure of composition C48H49Cl2N10O2PV.

Element x y z (Å)
V  -0.1142  0.3373  0.7602
Cl  -5.5861  -1.6917  -3.0107
C  -4.5400  -1.3640  -1.6701
C  -3.3961  -0.6144  -1.8842
C  -2.5038  -0.3529  -0.8480
N  -1.2788  0.3052  -1.0727
C  -1.3775  1.4268  -1.8142
O  -2.3574  2.1771  -1.8865
C  -0.1814  1.7751  -2.6728
C  -0.1825  3.0128  -3.3222
C  0.8514  3.3150  -4.1869
C  1.8514  2.3702  -4.3886
C  1.7594  1.1673  -3.7076
N  0.7741  0.8684  -2.8679
C  -2.7983  -0.8582  0.4334
C  -3.9627  -1.5908  0.6485
C  -4.8246  -1.8523  -0.4045
Cl  -6.2372  -2.8142  -0.1119
N  -1.8442  -0.5344  1.3980
C  -2.0030  -0.7637  2.7077
O  -2.8611  -1.4113  3.3078
C  -0.9519  -0.0466  3.5260
C  -1.0457  -0.0130  4.9097
C  -0.1155  0.7258  5.6200
C  0.8762  1.4044  4.9241
C  0.9097  1.3022  3.5439
N  0.0195  0.5881  2.8578
H  -3.1972  -0.2341  -2.8767
H  -1.0042  3.6888  -3.1379
H  0.8743  4.2639  -4.7090
H  2.6751  2.5541  -5.0645
H  2.5145  0.3965  -3.8454
H  -4.1852  -1.9691  1.6315
H  -1.8522  -0.5568  5.3797
H  -0.1639  0.7788  6.6994
H  1.6176  2.0007  5.4367
H  1.6762  1.7891  2.9543
C  4.6147  -0.8563  -0.9586
N  4.3062  -1.0433  0.4468
C  5.0763  -2.0447  1.1677
C  4.1691  -2.4306  2.3351
N  2.8920  -1.8722  1.9495
C  1.7890  -1.9756  2.8620
C  3.0517  -0.8836  1.0134
N  2.1858  0.0384  0.7641
C  2.5471  1.0585  -0.2104
C  1.9835  2.4277  0.1238
N  0.5604  2.4083  0.4360
C  -0.0412  3.5545  0.5539
N  -1.3398  3.7106  0.9268
C  -2.3248  2.7095  1.2338
C  -1.6781  5.0840  1.2104
C  -0.5262  5.8416  0.5765
N  0.5174  4.8316  0.4202
C  1.5237  5.2163  -0.5634
H  5.1784  -1.7249  -1.3084
H  5.2241  0.0315  -1.1415
H  3.7056  -0.7960  -1.5571
H  6.0407  -1.6491  1.4957
H  5.2680  -2.9073  0.5225
H  4.5146  -1.9991  3.2837
H  4.0945  -3.5142  2.4550
H  1.7120  -3.0141  3.1886
H  0.8708  -1.7179  2.3403
H  1.9022  -1.3333  3.7436
H  2.1676  0.7663  -1.1926
H  3.6310  1.2006  -0.2859
H  2.2103  3.0273  -0.7591
H  2.5406  2.8619  0.9694
H  -2.0549  1.7522  0.8056
H  -3.2719  2.9997  0.7771
H  -2.4616  2.5959  2.3161
H  -1.7542  5.2575  2.2912
H  -2.6396  5.3370  0.7583
H  -0.1652  6.6638  1.1967
H  -0.8131  6.2462  -0.4013
H  1.4926  6.3015  -0.6451
H  1.3181  4.8003  -1.5543
H  2.5305  4.9468  -0.2541
C  3.5661  -6.5067  0.4133
C  2.2165  -6.6679  0.6857
C  1.3095  -5.6622  0.3823
C  1.7337  -4.4657  -0.1976
C  3.0993  -4.3068  -0.4341
C  4.0044  -5.3171  -0.1511
P  0.5994  -3.0458  -0.4742
C  -1.0056  -3.8723  -0.2223
C  -1.5328  -3.8176  1.0645
C  -2.6960  -4.5003  1.3867
C  -3.3557  -5.2307  0.4121
C  -2.8374  -5.2940  -0.8753
C  -1.6630  -4.6312  -1.1888
C  0.6458  -2.7228  -2.2769
C  1.8000  -2.7822  -3.0526
C  1.7852  -2.3829  -4.3809
C  0.6180  -1.9060  -4.9570
C  -0.5347  -1.8321  -4.1898
C  -0.5190  -2.2301  -2.8643
H  4.2697  -7.2971  0.6402
H  1.8581  -7.5874  1.1313
H  0.2617  -5.8225  0.5914
H  3.4711  -3.3654  -0.8191
H  5.0575  -5.1713  -0.3629
H  -1.0340  -3.2273  1.8260
H  -3.0991  -4.4206  2.3877
H  -4.2827  -5.7366  0.6469
H  -3.3518  -5.8629  -1.6390
H  -1.2597  -4.6988  -2.1909
H  2.7241  -3.1657  -2.6464
H  2.6922  -2.4571  -4.9684
H  0.6060  -1.5984  -5.9945
H  -1.4556  -1.4567  -4.6185
H  -1.4273  -2.1509  -2.2841

Computed properties:
2S+1: 4
highest occupied orbital energy (spin up / spin down): -6.38 / -6.79 eV
<S²>: 3.7595
charge: 0

| no. | total energy (a.u.) |
| --- | --- |
| 1 | -5044.45784 |
| 2 | -2637.34672 |
| 3 | -3955.56804 |
| 4 | -4762.42806 |